# 1
{"formula": "C18H15N3O5S2", "method": "ωB97M-V/def2-TZVPD", "lumo_energy_ev": -0.791, "e_above_lowest_kj_mol": 0.0, "energy_ev": -55286.52150, "gap_ha": 0.280, "fmax_ha_per_bohr": 0.0280, "species": ["C", "C", "C", "C", "C", "C", "C", "N", "O", "O", "H", "H", "C", "O", "N", "H", "C", "H", "C", "N", "C", "O", "S", "C", "C", "C", "C", "C", "C", "S", "H", "H", "H", "H", "C", "O", "H", "H", "H", "H", "H", "H", "H"], "xyz": [[2.5713, -2.0123, -0.4334], [1.4021, -1.7608, -1.3221], [0.1684, -1.4675, -0.7549], [-0.9636, -1.2026, -1.5155], [-0.8903, -1.2768, -2.9046], [0.3154, -1.5847, -3.4945], [1.4539, -1.8049, -2.7208], [2.6721, -2.0908, -3.4363], [3.7304, -1.9584, -2.8598], [2.5664, -2.4482, -4.5918], [0.4066, -1.6493, -4.5684], [-1.7592, -1.1187, -3.5237], [-2.1865, -0.8085, -0.7530], [-2.3085, -1.0694, 0.4298], [-3.1295, -0.1189, -1.4499], [-2.8824, 0.2445, -2.3586], [-4.1588, 0.5963, -0.7326], [-5.0736, 0.6257, -1.3266], [-3.6990, 2.0299, -0.4038], [-2.3754, 1.9848, 0.1848], [-1.2737, 1.9792, -0.6189], [-1.2562, 2.1590, -1.8066], [0.1797, 1.6578, 0.3600], [-0.7891, 1.4000, 1.7978], [-0.3642, 0.9336, 2.9931], [0.9443, 0.5341, 3.3566], [1.3313, 0.0440, 4.5886], [2.6869, -0.2997, 4.6457], [3.3323, -0.0742, 3.4643], [2.2988, 0.5653, 2.2590], [4.3643, -0.2503, 3.2326], [3.1697, -0.6978, 5.5197], [0.6479, -0.0592, 5.4120], [-1.1279, 0.8330, 3.7555], [-2.2014, 1.6800, 1.5326], [-3.1044, 1.6682, 2.3301], [-4.3754, 2.4851, 0.3212], [-3.6392, 2.6386, -1.3090], [-4.3366, 0.0500, 0.1972], [0.0704, -1.4330, 0.3205], [3.1267, -2.8949, -0.7440], [2.2398, -2.1364, 0.5942], [3.2614, -1.1709, -0.4818]]}

# 2
{"formula": "C8H6N2O4Sm", "method": "ωB97M-V/def2-TZVPD", "lumo_energy_ev": [-14.706, -14.519], "energy_ev": -37430.75711, "gap_ha": [0.240, 0.247], "fmax_ha_per_bohr": 0.2439, "total_charge": 3, "spin_multiplicity": 6, "species": ["Sm", "O", "C", "C", "O", "C", "O", "C", "O", "C", "N", "C", "C", "N", "C", "H", "H", "H", "H", "H", "H"], "xyz": [[-0.0137, -0.0100, 0.4479], [-0.5647, 3.2265, -0.0034], [-0.3710, 2.0821, -0.0150], [1.9869, -0.7323, -0.0382], [3.0759, -1.1183, -0.0053], [-1.6195, -1.3585, 0.0022], [-2.5080, -2.1054, -0.0105], [0.0001, 0.0010, -2.0510], [-0.0001, 0.0013, -3.2049], [0.8274, 2.0518, 5.4861], [0.8181, 1.1555, 4.3187], [1.2396, -0.2216, 4.3587], [1.0756, -0.7192, 3.1512], [0.5676, 0.3316, 2.3741], [0.4312, 1.4184, 3.0945], [0.1866, 1.6475, 6.2746], [1.8440, 2.1505, 5.8760], [0.4570, 3.0216, 5.1730], [1.6078, -0.6942, 5.2872], [1.2713, -1.7247, 2.7514], [0.0404, 2.3920, 2.7334]]}

# 3
{"formula": "C3H7FS", "method": "ωB97M-V/def2-TZVPD", "smiles": "C=CC.FS", "lumo_energy_ev": -0.333, "e_above_lowest_kj_mol": 245.8, "energy_ev": -16774.43603, "gap_ha": 0.346, "fmax_ha_per_bohr": 0.0687, "species": ["C", "C", "C", "H", "H", "H", "H", "H", "H", "F", "S", "H"], "xyz": [[-0.7220, -1.0584, 0.8516], [-0.7261, -0.4852, -0.2999], [-1.1978, 0.9376, -0.4925], [-0.3821, -2.0345, 0.9820], [-1.1153, -0.8331, 1.8430], [-0.1468, -0.8904, -1.0610], [-1.6249, 1.1568, -1.4395], [-1.8186, 1.3598, 0.4268], [-0.4415, 1.6183, -0.4561], [2.4224, 0.3936, 1.1102], [2.2458, -0.1222, -0.5163], [3.5069, -0.0422, -0.9483]]}

# 4
{"formula": "C25H28CrN4SSi2", "method": "ωB97M-V/def2-TZVPD", "lumo_energy_ev": [2.766, 2.160], "e_above_lowest_kj_mol": 103.2, "energy_ev": -87351.84224, "gap_ha": [0.229, 0.217], "fmax_ha_per_bohr": 0.0744, "total_charge": -1, "spin_multiplicity": 4, "species": ["Cr", "N", "C", "S", "N", "N", "C", "C", "C", "C", "C", "C", "N", "H", "H", "H", "H", "H", "H", "H", "C", "Si", "C", "C", "C", "C", "C", "C", "C", "Si", "C", "C", "H", "H", "H", "H", "H", "H", "H", "H", "H", "H", "H", "H", "H", "H", "H", "H", "C", "C", "C", "C", "C", "C", "C", "C", "H", "H", "H", "H", "H"], "xyz": [[1.0005, 0.0185, 0.1411], [3.0391, 1.7493, 3.5653], [2.6099, 1.2766, 2.3307], [1.0657, 0.4784, 2.3948], [3.3564, 1.4762, 1.2825], [2.7362, 0.9750, 0.1570], [3.4267, 1.2253, -0.9467], [2.8032, 0.7570, -2.0679], [3.3585, 0.7872, -3.3933], [2.6677, 0.3100, -4.4303], [1.4204, -0.3570, -4.1701], [0.9830, -0.3791, -2.9126], [1.6200, 0.1114, -1.8409], [2.5973, 1.6192, 4.4282], [3.9608, 2.1485, 3.7028], [4.3619, 1.7848, -0.9775], [4.4043, 1.1861, -3.4825], [2.9201, 0.3329, -5.4813], [0.7824, -0.5908, -4.9851], [0.0466, -0.8707, -2.6574], [-2.3809, -0.7793, -0.8916], [-1.4702, 0.0839, 0.5469], [-2.0930, -0.8230, 2.0166], [-2.2979, 1.7535, 0.7452], [-3.6039, 1.9581, 1.1645], [-4.0674, 3.2765, 1.2227], [-3.3007, 4.3876, 0.8284], [-2.0339, 4.1396, 0.4383], [-1.5685, 2.8542, 0.3720], [0.1917, 2.4683, -0.2219], [0.1738, 2.7669, -2.1899], [1.1864, 3.9733, 0.4605], [-3.4794, -1.0551, -0.6836], [-1.9316, -1.7622, -1.1015], [-2.2505, -0.1782, -1.7762], [-3.0704, -1.1045, 1.8706], [-2.0791, -0.1607, 2.9372], [-1.4578, -1.6694, 2.2996], [-4.2499, 1.2013, 1.5240], [-5.0985, 3.4630, 1.5992], [-3.5063, 5.4883, 0.9172], [-1.4181, 4.9779, 0.2181], [-0.1111, 3.8440, -2.3621], [-0.5291, 2.0896, -2.6630], [1.1860, 2.6434, -2.6837], [0.8638, 4.8961, -0.0632], [2.2731, 3.7942, 0.4390], [0.8920, 4.1426, 1.5210], [0.5195, -1.8653, 0.2806], [0.4572, -3.0629, 0.4429], [0.1319, -4.4381, 0.6506], [0.4157, -5.0763, 1.9090], [-0.0598, -6.3356, 2.2359], [-0.8488, -7.0880, 1.3885], [-1.1776, -6.4760, 0.2190], [-0.6950, -5.1939, -0.1723], [1.1049, -4.5874, 2.6136], [0.2662, -6.6826, 3.1904], [-1.2168, -8.0234, 1.7905], [-1.8626, -6.9707, -0.5155], [-0.9641, -4.9079, -1.1746]]}